1.
Computed, not measured: 2 unconnected molecules or ions with the total composition C4H7NO, with ωB97M-V/def2-TZVPD.

For the orbital gap, the calculation gives 9.36 eV. The calculation puts the energy above the lowest of the compared OMol25 structures with the same formula, charge and spin at 737.8 kJ/mol. The HOMO energy is -8.39 eV.

Structure (XYZ):
```
13
Properties=species:S:1:pos:R:3:forces:R:3:lowdin_charge:R:1
O 1.88127 0.75117 0.40230 -0.017 0.155 0.178 0.015
C 1.10148 0.19218 -0.58458 0.252 -0.226 -0.358 -0.352
C 0.57784 -1.16293 -0.42656 0.874 -0.336 -0.339 -0.035
C -0.37616 0.17065 -0.35247 0.224 -0.903 0.029 -0.219
C -1.32230 -0.52707 0.40874 -0.747 0.504 0.654 -0.254
N -0.79812 0.20606 1.27735 -0.309 -0.641 0.033 0.106
H 1.33207 0.79120 1.20349 0.168 0.011 -0.111 0.093
H 1.42564 0.48287 -1.57631 -0.065 0.226 0.068 0.149
H 0.80763 -1.68828 0.49573 -0.120 0.120 -0.143 0.122
H 0.29683 -1.75522 -1.28943 0.282 0.032 -0.051 0.117
H -2.00889 -1.34496 0.24354 -0.235 0.028 0.191 0.134
H -1.54498 1.92060 0.46485 -0.104 0.552 -0.212 0.061
H -1.37230 1.96374 -0.26664 -0.203 0.478 0.060 0.064
```
Positions in Å, forces in eV/Å.

2.
Computed, not measured: 6 unconnected molecules or ions with the total composition C30H75ClN5O14, with ωB97M-V/def2-TZVPD.

For the orbital gap (spin up / spin down), the calculation gives 6.14 / 1.37 eV. As for the expectation value of S²: 0.75. The HOMO energy (spin up / spin down) is -7.56 / -7.56 eV. Its spin multiplicity is 2.

Structure (XYZ):
```
125
Properties=species:S:1:pos:R:3:forces:R:3:lowdin_charge:R:1
Cl -0.46255 -0.02119 0.16292 -0.357 0.464 3.756 0.580
O 0.19460 0.88671 1.12588 -0.162 -0.575 -1.299 -0.392
O -1.52411 0.64506 -0.48047 -1.270 1.402 -1.177 -0.361
O 0.44734 -0.51274 -0.78890 2.188 -0.476 -1.905 -0.377
O -0.99998 -1.12853 0.89321 -0.114 -0.709 0.432 -0.365
C -4.34208 8.32051 2.95325 -0.512 -0.298 -1.952 -0.086
O -4.80662 7.12909 2.27309 -1.070 -0.328 0.205 -0.223
C -5.22018 7.36404 0.90383 1.051 -0.342 -0.538 -0.203
C -5.34811 6.07858 0.01406 0.027 0.646 1.615 -0.205
N -4.11859 5.39374 -0.18715 0.409 -0.421 -1.493 -0.095
C -3.30502 5.01109 0.91473 1.221 -2.315 -0.869 -0.175
C -2.11600 4.11122 0.35592 -0.383 0.086 0.450 -0.182
O -1.30572 5.05433 -0.28320 1.383 1.659 -1.122 -0.211
C -0.19075 4.59439 -0.99964 0.018 -0.871 -0.725 -0.126
H -5.12167 9.07904 2.88273 0.054 0.314 -0.099 0.077
H -3.47871 8.58249 2.34166 0.318 0.784 0.476 0.079
H -4.09367 8.24457 4.01185 -0.010 -0.935 -0.229 0.083
H -4.40300 7.88975 0.40992 0.097 0.633 -0.008 0.108
H -6.14392 7.92635 0.76743 -0.170 0.306 0.636 0.110
H -5.81158 6.33226 -0.93933 0.215 0.307 -0.024 0.117
H -6.09139 5.45642 0.51261 0.020 -0.519 0.129 0.111
H -3.53893 5.57624 -0.99386 -0.557 0.595 -0.104 0.112
H -3.99234 4.37883 1.47681 0.584 0.322 1.184 0.129
H -2.76279 5.84082 1.36819 -0.472 -0.049 0.813 0.110
H -2.39866 3.32134 -0.33999 -0.590 0.020 -0.133 0.111
H -1.43860 3.62072 1.05495 -0.630 -0.152 0.875 0.120
H -0.46189 4.29994 -2.01349 -0.384 -0.046 -0.343 0.078
H 0.30635 3.70115 -0.62133 -0.251 -0.196 0.744 0.080
H 0.61092 5.31898 -1.14245 -0.344 0.666 0.509 0.070
C 2.99173 0.86939 -2.10017 -2.569 -0.610 0.103 -0.115
O 3.92814 1.54109 -2.85820 2.884 1.878 -1.363 -0.184
C 3.53630 2.82623 -3.37706 1.085 -0.884 0.987 -0.138
C 4.69828 3.53197 -4.14391 -0.152 -1.865 -1.179 -0.112
N 4.85180 4.92686 -3.91063 1.188 0.200 0.573 0.166
C 5.93273 5.84813 -4.37276 -0.846 -0.140 -0.286 -0.070
C 5.55085 6.58373 -5.68231 -0.391 0.161 -0.326 -0.193
O 6.48829 7.57206 -6.11056 -0.414 -1.841 0.350 -0.154
C 6.42799 8.90208 -5.59959 -0.686 0.248 -0.536 -0.074
H 3.20418 -0.18000 -1.89585 0.854 0.196 -0.287 0.099
H 2.10373 0.82022 -2.73037 -0.654 -0.064 0.406 0.084
H 2.73275 1.31076 -1.13776 0.102 0.392 -0.014 0.096
H 3.43396 3.50820 -2.53294 -1.301 0.007 0.313 0.121
H 2.68690 2.64063 -4.03446 -0.348 0.720 0.235 0.140
H 4.71654 3.17900 -5.17501 -0.004 0.733 -0.439 0.152
H 5.64429 3.11298 -3.80094 0.530 -0.374 0.578 0.170
H 4.61554 5.04322 -2.93557 -0.612 0.936 0.361 0.157
H 6.79505 5.21205 -4.57255 0.289 0.299 0.341 0.150
H 6.02117 6.70218 -3.70128 0.414 -0.801 0.785 0.141
H 4.54197 6.94627 -5.48528 -0.021 0.740 -0.217 0.126
H 5.40275 5.76627 -6.38796 0.511 0.551 -0.821 0.128
H 5.39582 9.13099 -5.33442 0.040 0.129 0.437 0.092
H 6.67079 9.57495 -6.42202 0.039 -0.203 -0.166 0.094
H 7.15230 9.14130 -4.82098 -0.163 -0.510 0.318 0.091
C -1.41107 -4.26591 2.66927 -0.402 -0.664 0.324 -0.102
O -2.16708 -4.53842 3.86368 -0.719 -1.304 -1.286 -0.198
C -3.02970 -5.71177 3.55566 1.134 0.943 1.477 -0.184
C -3.60630 -6.08065 4.92137 -0.280 -1.575 0.083 -0.201
N -4.70517 -7.02252 4.87648 -1.790 -0.740 -1.377 -0.104
C -5.40321 -7.24591 6.10196 -1.234 0.376 -0.041 -0.234
C -6.58411 -8.27600 5.94642 2.280 -1.003 0.577 -0.147
O -6.06370 -9.59603 5.54082 -0.135 0.258 1.225 -0.215
C -5.98470 -10.53174 6.65317 0.195 -0.876 -1.529 -0.112
H -0.84711 -3.33322 2.68141 -0.559 0.167 0.290 0.077
H -2.15057 -4.31893 1.87026 0.431 0.486 -0.538 0.080
H -0.68382 -5.06542 2.52790 0.131 -0.215 -0.152 0.079
H -2.43800 -6.55981 3.21093 0.621 -0.066 0.135 0.110
H -3.70074 -5.59179 2.70511 -0.570 0.863 0.374 0.115
H -3.95685 -5.25105 5.53536 0.282 0.327 -0.378 0.124
H -2.82694 -6.62649 5.45312 0.719 0.657 0.399 0.116
H -4.53359 -7.98582 4.62609 1.091 0.166 -0.952 0.105
H -5.87209 -6.29931 6.37068 -0.053 0.106 0.538 0.114
H -4.66221 -7.53213 6.84835 -0.302 -0.325 0.812 0.113
H -7.30463 -7.93706 5.20205 0.008 -0.077 0.180 0.119
H -6.97440 -8.50494 6.93806 -0.678 0.840 -0.076 0.100
H -5.29576 -11.32291 6.35733 0.756 0.444 -0.076 0.077
H -6.85405 -11.18466 6.73098 -0.889 0.730 0.194 0.076
H -5.69220 -10.16642 7.63759 -0.022 0.532 -0.227 0.085
C -5.06775 2.42356 -5.57372 0.237 -1.592 2.417 -0.083
O -4.91520 1.14794 -4.79798 2.175 0.833 -0.674 -0.215
C -3.57767 1.04386 -4.09915 -1.886 0.303 0.741 -0.176
C -3.39139 -0.20208 -3.17623 -1.583 1.163 -2.143 -0.213
N -3.37097 -1.42690 -3.98113 0.232 -0.469 1.500 -0.040
C -3.22651 -2.61080 -3.06999 2.280 -0.080 -0.198 -0.158
C -1.71394 -2.88674 -2.78288 -0.246 0.038 0.124 -0.193
O -1.10949 -3.02475 -4.07051 -1.787 0.110 -0.462 -0.209
C 0.14633 -2.51458 -4.26383 1.343 -0.550 0.889 -0.141
H -6.14339 2.50230 -5.73149 0.233 -0.161 -0.637 0.078
H -4.40920 2.49404 -6.43942 -0.303 -0.305 -0.199 0.073
H -4.82563 3.23935 -4.89257 0.212 0.234 0.046 0.064
H -3.58886 1.89116 -3.41353 0.176 0.249 0.156 0.101
H -2.66539 1.16431 -4.68339 -0.318 -0.086 -0.982 0.106
H -4.28590 -0.24854 -2.55511 0.454 0.114 0.594 0.124
H -2.44323 0.05651 -2.70482 -0.157 -0.384 0.842 0.096
H -2.47565 -1.33170 -4.43878 0.061 -0.673 -0.705 0.079
H -3.50555 -3.55465 -3.53837 -0.794 0.313 -0.195 0.104
H -3.68352 -2.47983 -2.08914 -0.494 0.128 -0.290 0.115
H -1.52907 -3.79059 -2.20238 -0.459 -0.614 -0.194 0.117
H -1.24977 -2.17566 -2.09948 0.185 0.913 -0.617 0.098
H 0.26708 -1.47631 -3.95475 -0.081 0.227 0.127 0.080
H 0.49340 -2.62864 -5.29079 -0.446 -0.039 -0.155 0.085
H 0.77315 -3.15959 -3.64808 0.980 0.373 0.114 0.088
C 8.75077 -2.68942 0.63305 -0.940 0.040 -0.249 -0.123
O 8.55199 -2.30244 1.97462 0.490 0.051 -0.622 -0.210
C 8.07447 -3.32546 2.83888 -0.971 0.960 0.831 -0.185
C 6.85357 -2.69889 3.59656 -0.938 0.514 0.087 -0.186
N 5.55672 -3.13420 3.06000 0.393 -1.986 -1.221 -0.102
C 4.34197 -2.90630 3.84415 1.472 0.718 0.463 -0.190
C 3.00943 -3.55193 3.32731 0.981 0.873 -1.542 -0.155
O 3.05577 -3.65477 1.89257 -0.361 -0.118 -0.683 -0.211
C 2.68895 -2.48023 1.18679 0.031 1.277 1.006 -0.109
H 9.42277 -3.53575 0.49076 0.248 0.019 0.165 0.085
H 9.05755 -1.83824 0.02521 0.449 0.111 0.408 0.081
H 7.78309 -2.95038 0.20454 -0.202 -0.414 -0.131 0.081
H 8.91033 -3.58733 3.48763 -0.166 -0.193 0.270 0.113
H 7.70066 -4.21053 2.32406 0.120 0.017 -0.235 0.115
H 6.86905 -1.61932 3.44687 0.728 0.367 -0.134 0.108
H 6.81335 -2.74105 4.68500 0.424 -0.849 0.110 0.108
H 5.43167 -2.61567 2.20234 -0.070 -0.354 -0.320 0.093
H 4.41249 -1.81859 3.84940 -1.800 0.577 0.387 0.106
H 4.62793 -3.14851 4.86770 -0.576 -0.505 0.209 0.106
H 2.18280 -2.89024 3.58604 -0.132 -0.080 0.350 0.113
H 2.78121 -4.58062 3.60627 0.476 0.190 0.609 0.120
H 1.72757 -2.06280 1.48614 -0.428 -0.390 0.134 0.073
H 2.66588 -2.49510 0.09714 0.206 -1.051 0.101 0.084
H 3.36995 -1.67081 1.44981 0.458 0.265 -0.022 0.074
```
Positions in Å, forces in eV/Å.

3.
Computed, not measured: a molecular structure, C18H15Cl2F5N7ORuS, with ωB97M-V/def2-TZVPD.

For the orbital gap (spin up / spin down), the calculation gives 6.30 / 5.88 eV. As for the expectation value of S²: 8.79. Its charge is +2. The calculation puts the energy above the lowest of the compared OMol25 structures with the same formula, charge and spin at 0.0 kJ/mol. The HOMO energy (spin up / spin down) is -13.87 / -14.29 eV. Its spin multiplicity is 6.

Structure (XYZ):
```
50
Properties=species:S:1:pos:R:3:forces:R:3:lowdin_charge:R:1
Ru -0.29661 0.25161 0.04280 0.527 -0.244 0.662 0.949
F 2.96111 5.60435 3.58365 0.002 -0.007 -0.004 0.192
C 2.17469 4.60900 3.25052 -0.017 -0.001 0.011 -0.106
C 2.60604 3.67320 2.31405 -0.005 -0.007 -0.010 -0.134
F 3.80628 3.78333 1.76867 0.023 -0.015 -0.009 0.158
C 1.77096 2.63840 1.96360 -0.081 0.090 0.146 -0.233
F 2.21338 1.72511 1.09251 0.018 -0.010 0.453 0.040
C 0.49267 2.50146 2.51455 0.090 0.042 -0.054 -0.501
S -0.57287 1.19598 2.14169 -0.256 -0.014 0.186 0.761
C 0.09177 3.44872 3.46987 0.008 -0.039 -0.035 -0.233
F -1.10369 3.35042 4.02480 0.011 0.009 -0.006 0.124
C 0.91682 4.49423 3.83298 0.011 0.039 0.015 -0.127
F 0.51955 5.38623 4.71967 0.009 -0.020 -0.018 0.173
N 1.15219 -0.63923 -5.16888 -0.019 -0.230 -0.194 0.024
C 0.28575 -1.20266 -4.33877 0.142 0.395 -0.285 -0.171
N -0.21028 -0.74954 -3.22219 -0.120 0.185 0.352 -0.067
C 1.72553 1.10935 -3.76321 0.484 -0.593 0.205 -0.507
N 1.66791 0.65315 -5.04664 -0.081 0.238 0.108 -0.458
C 1.31311 0.74271 -1.16465 -0.964 -0.258 -0.863 -0.341
C 2.16393 1.94364 -1.50197 0.760 0.231 0.160 -0.428
N 1.55118 3.22375 -1.12972 -0.602 -0.316 -0.490 0.128
C 0.31598 3.45774 -1.33521 0.386 0.088 -0.007 -0.107
C -0.81940 2.71027 -2.00338 -0.446 -0.123 -0.230 -0.144
N -1.01085 1.60260 -2.63642 -0.476 0.690 0.684 -0.066
H 1.43556 -1.12312 -6.01028 0.099 -0.004 0.015 0.174
H -0.07485 -2.19000 -4.61323 0.071 -0.016 -0.019 0.168
H 3.05426 1.82856 -0.88180 -0.070 0.164 -0.096 0.139
H -0.04147 4.43026 -1.00639 -0.002 0.020 0.013 0.124
H -1.74414 3.29117 -1.96539 0.055 0.000 -0.021 0.134
N -0.96973 -1.74235 0.41580 -0.086 0.254 -0.039 0.026
C -1.24790 -2.66686 1.07084 0.041 0.069 -0.049 -0.227
N -1.54538 -3.67704 1.80477 -0.055 -0.099 -0.037 -0.055
C -1.14948 -5.05940 1.44043 0.015 0.007 0.022 -0.070
C -2.41120 -5.85873 1.15893 -0.007 -0.002 -0.006 -0.176
O -3.28696 -5.79747 2.26316 0.001 0.002 0.001 -0.103
C -3.73481 -4.48205 2.50870 -0.006 -0.003 -0.006 -0.174
C -2.56550 -3.58412 2.87882 0.025 0.007 0.026 -0.069
H -0.61814 -5.47578 2.29652 0.011 -0.005 -0.007 0.142
H -0.48013 -5.02698 0.58316 -0.014 0.006 -0.012 0.136
H -2.16095 -6.90616 1.00244 0.003 -0.001 0.009 0.141
H -2.90720 -5.47606 0.25706 0.003 -0.001 -0.001 0.135
H -4.44086 -4.53022 3.33532 0.003 -0.002 0.004 0.142
H -4.25255 -4.08356 1.62636 0.003 0.000 -0.001 0.135
H -2.09415 -3.92975 3.79918 -0.001 0.004 0.003 0.142
H -2.86819 -2.54550 2.99813 -0.005 0.001 -0.015 0.136
Cl 0.88480 1.72950 -6.19896 -0.108 0.112 -0.171 0.713
C 2.66566 1.99289 -2.99322 -0.220 0.095 -0.019 -0.060
Cl 0.49730 0.71875 -2.75346 0.912 -0.637 -0.368 1.145
H 2.65528 3.03013 -3.32673 -0.016 0.008 -0.029 0.131
H 3.68557 1.62011 -3.09850 -0.056 -0.109 0.028 0.141
```
Positions in Å, forces in eV/Å.

4.
Computed, not measured: 2 unconnected molecules or ions with the total composition C2H5Br2P, with ωB97M-V/def2-TZVPD.

For the orbital gap (spin up / spin down), the calculation gives 6.47 / 8.42 eV. The calculation puts the energy above the lowest of the compared OMol25 structures with the same formula, charge and spin at 306.4 kJ/mol. The HOMO energy (spin up / spin down) is -7.95 / -8.42 eV.

Structure (XYZ):
```
10
Properties=species:S:1:pos:R:3:forces:R:3:lowdin_charge:R:1
C -1.00665 0.49294 0.90168 0.514 0.242 -0.562 -0.220
C -1.21858 -0.11282 -0.43902 1.070 2.346 0.091 -0.051
P 2.14529 -1.32292 -1.01840 -0.054 0.455 0.615 -0.052
Br 3.18827 -0.10714 -2.52043 -0.021 0.009 -0.015 0.064
Br 2.55555 -0.16285 0.87532 0.013 -0.396 -0.569 0.069
H -1.05465 1.57580 0.88812 -0.393 0.047 0.227 0.069
H -1.74871 -0.00324 1.45284 -1.924 0.081 1.316 0.047
H -0.18599 0.21944 1.56885 0.816 -0.168 -0.830 0.009
H -1.47770 0.57568 -1.27142 0.226 -1.150 0.508 0.059
H -1.19682 -1.15488 -0.43752 -0.247 -1.467 -0.781 0.005
```
Positions in Å, forces in eV/Å.